Record 1
This record from the Open Molecules 2025 dataset describes C44H72BBrCl2N4OP2SbZr as an isolated structure. The level of theory is ωB97M-V/def2-TZVPD.

Properties
E_LUMO, eV: -2.3
E, a.u.: -6503.20330
ΔE to the lowest compared entry with this formula, charge and spin, kJ/mol: 76.2
Maximum force, Eh/bohr: 0.014
Charge: +1

Positions of all 129 atoms, in Å:
Zr  -1.018  0.293  0.139
C  -3.644  -1.329  4.617
C  -2.124  -1.453  4.459
C  -1.591  -2.487  5.463
C  -1.500  -0.109  4.863
P  -1.795  -1.839  2.628
C  -0.020  -2.380  2.590
N  0.764  -1.177  2.733
B  0.500  0.043  2.017
N  1.280  1.031  2.723
C  1.353  2.461  2.592
P  0.161  3.254  1.409
C  -1.475  3.440  2.332
C  -2.189  2.102  2.120
C  -2.362  4.496  1.661
C  -1.379  3.720  3.832
C  1.076  4.915  1.297
C  0.203  6.077  0.805
C  1.717  5.366  2.617
C  2.184  4.683  0.258
C  2.017  0.408  3.732
C  2.915  0.932  4.647
C  3.494  0.064  5.568
C  3.181  -1.290  5.570
C  2.280  -1.821  4.652
C  1.701  -0.961  3.732
C  -2.715  -3.429  2.181
C  -2.001  -4.009  0.946
C  -4.164  -3.111  1.798
C  -2.727  -4.518  3.257
H  -3.872  -0.956  5.619
H  -4.072  -0.628  3.895
H  -4.149  -2.288  4.504
H  -1.630  -2.046  6.462
H  -2.181  -3.398  5.491
H  -0.550  -2.750  5.282
H  -1.860  0.132  5.867
H  -0.414  -0.150  4.908
H  -1.791  0.714  4.218
H  0.209  -3.093  3.383
H  0.191  -2.872  1.639
H  1.259  2.927  3.578
H  2.342  2.752  2.221
H  -2.450  1.970  1.053
H  -1.613  1.247  2.481
H  -3.163  2.084  2.618
H  -2.333  4.415  0.570
H  -3.398  4.338  1.974
H  -2.087  5.508  1.940
H  -0.722  3.017  4.347
H  -1.016  4.730  4.020
H  -2.368  3.636  4.291
H  -0.386  6.505  1.613
H  0.862  6.867  0.437
H  -0.475  5.811  -0.004
H  0.990  5.431  3.426
H  2.531  4.717  2.935
H  2.141  6.363  2.476
H  1.767  4.447  -0.719
H  2.777  5.596  0.161
H  2.868  3.880  0.535
H  3.170  1.984  4.650
H  4.202  0.449  6.290
H  3.648  -1.945  6.294
H  2.050  -2.879  4.659
H  -1.656  -3.240  0.258
H  -1.137  -4.609  1.236
H  -2.692  -4.662  0.407
H  -4.214  -2.455  0.933
H  -4.668  -4.045  1.535
H  -4.728  -2.649  2.607
H  -1.734  -4.722  3.659
H  -3.396  -4.276  4.082
H  -3.095  -5.444  2.806
O  3.526  -3.082  -3.824
C  3.187  -2.647  -2.596
C  3.302  -3.424  -1.447
C  2.913  -2.875  -0.240
N  2.434  -1.635  -0.113
C  2.341  -0.952  -1.218
Br  1.675  0.851  -1.024
C  2.687  -1.353  -2.489
H  3.864  -3.984  -3.782
H  3.685  -4.435  -1.489
H  2.995  -3.449  0.676
H  2.575  -0.720  -3.356
C  -4.176  3.361  -1.861
C  -3.455  2.661  -3.008
C  -4.261  1.473  -3.521
Sb  -1.436  2.154  -2.419
C  -0.473  4.088  -2.562
C  -1.345  5.198  -3.135
C  0.842  3.987  -3.331
C  -0.641  1.252  -4.207
C  -0.883  -0.251  -4.267
C  -1.110  1.968  -5.470
H  -5.174  3.677  -2.174
H  -3.648  4.249  -1.505
H  -4.303  2.688  -1.008
H  -3.310  3.369  -3.829
H  -4.475  0.760  -2.725
H  -3.762  0.929  -4.322
H  -5.222  1.822  -3.908
H  -0.251  4.308  -1.519
H  -1.613  5.005  -4.176
H  -0.794  6.143  -3.117
H  -2.270  5.349  -2.579
H  0.669  3.798  -4.392
H  1.499  3.198  -2.961
H  1.388  4.932  -3.259
H  0.434  1.419  -4.091
H  -1.946  -0.494  -4.341
H  -0.486  -0.760  -3.387
H  -0.393  -0.668  -5.152
H  -2.186  1.869  -5.619
H  -0.626  1.532  -6.348
H  -0.876  3.033  -5.463
Cl  -3.705  -0.220  -0.407
C  -3.391  -1.567  -1.506
C  -4.436  -2.219  -2.119
C  -4.127  -3.300  -2.935
C  -2.808  -3.698  -3.095
C  -1.783  -3.019  -2.456
Cl  -0.151  -3.558  -2.629
C  -2.034  -1.906  -1.639
N  -1.099  -1.192  -0.956
H  -5.459  -1.902  -1.964
H  -4.918  -3.839  -3.438
H  -2.566  -4.549  -3.717

=====

Record 2
This record from the Open Molecules 2025 dataset describes C44H72BBrCl2N4OP2SbZr as an isolated structure. The level of theory is ωB97M-V/def2-TZVPD.

Properties
E_LUMO, eV: -2.8
E, a.u.: -6503.21588
ΔE to the lowest compared entry with this formula, charge and spin, kJ/mol: 43.1
Maximum force, Eh/bohr: 0.010
Charge: +1

Positions of all 129 atoms, in Å:
Zr  -0.286  0.520  -0.458
C  1.691  -4.584  2.109
C  2.454  -4.385  0.793
C  3.712  -5.253  0.799
C  1.582  -4.895  -0.363
P  2.676  -2.517  0.562
C  2.906  -2.378  -1.277
N  1.651  -2.252  -2.018
B  0.386  -1.533  -1.768
N  -0.514  -2.119  -2.734
C  -1.939  -1.957  -2.847
P  -2.656  -1.370  -1.253
C  -2.887  -2.968  -0.274
C  -1.520  -3.649  -0.213
C  -3.324  -2.673  1.162
C  -3.871  -3.966  -0.889
C  -4.329  -0.793  -1.880
C  -5.353  -0.687  -0.749
C  -4.921  -1.625  -3.025
C  -4.060  0.616  -2.395
C  0.147  -3.042  -3.537
C  -0.316  -3.804  -4.596
C  0.582  -4.653  -5.233
C  1.906  -4.719  -4.820
C  2.370  -3.949  -3.759
C  1.476  -3.111  -3.108
C  4.386  -2.044  1.222
C  4.498  -0.522  1.105
C  4.424  -2.388  2.715
C  5.612  -2.633  0.514
H  1.452  -5.643  2.238
H  0.754  -4.023  2.110
H  2.272  -4.267  2.976
H  3.404  -6.303  0.795
H  4.331  -5.103  1.682
H  4.321  -5.093  -0.091
H  1.127  -5.846  -0.075
H  2.176  -5.076  -1.260
H  0.791  -4.205  -0.634
H  3.404  -3.284  -1.623
H  3.603  -1.563  -1.490
H  -2.397  -2.915  -3.108
H  -2.214  -1.252  -3.637
H  -0.722  -2.968  0.094
H  -1.249  -4.064  -1.184
H  -1.558  -4.474  0.505
H  -2.646  -1.971  1.646
H  -3.301  -3.604  1.732
H  -4.330  -2.269  1.232
H  -3.628  -4.215  -1.922
H  -4.903  -3.623  -0.841
H  -3.811  -4.895  -0.314
H  -5.736  -1.658  -0.440
H  -6.204  -0.099  -1.103
H  -4.940  -0.182  0.126
H  -5.043  -2.677  -2.783
H  -4.327  -1.549  -3.936
H  -5.911  -1.225  -3.257
H  -3.797  1.264  -1.564
H  -4.957  1.019  -2.872
H  -3.248  0.658  -3.125
H  -1.343  -3.735  -4.933
H  0.248  -5.257  -6.067
H  2.595  -5.373  -5.339
H  3.412  -4.003  -3.471
H  3.612  -0.024  1.495
H  4.648  -0.200  0.076
H  5.364  -0.183  1.682
H  3.583  -1.936  3.247
H  5.348  -1.999  3.153
H  4.403  -3.461  2.899
H  5.549  -2.529  -0.571
H  5.776  -3.679  0.748
H  6.502  -2.086  0.839
O  3.159  2.091  4.724
C  2.452  1.841  3.622
C  2.526  2.616  2.463
C  1.767  2.254  1.378
N  0.938  1.193  1.388
C  0.859  0.495  2.521
Br  -0.433  -0.877  2.488
C  1.588  0.746  3.655
H  3.728  2.863  4.611
H  3.176  3.479  2.404
H  1.804  2.816  0.454
H  1.486  0.146  4.546
C  -4.129  0.676  2.894
C  -4.346  1.959  2.102
C  -4.854  3.065  3.024
Sb  -2.567  2.411  0.930
C  -1.370  3.571  2.333
C  -1.781  5.024  2.539
C  -1.229  2.860  3.679
C  -3.208  4.076  -0.320
C  -4.341  4.907  0.272
C  -3.542  3.754  -1.770
H  -5.056  0.375  3.390
H  -3.373  0.812  3.672
H  -3.808  -0.146  2.261
H  -5.108  1.777  1.338
H  -4.147  3.278  3.825
H  -5.782  2.736  3.501
H  -5.066  3.994  2.504
H  -0.399  3.564  1.831
H  -2.756  5.103  3.022
H  -1.813  5.590  1.609
H  -1.057  5.516  3.195
H  -2.138  2.955  4.272
H  -0.421  3.312  4.263
H  -1.019  1.795  3.582
H  -2.287  4.662  -0.306
H  -5.264  4.328  0.347
H  -4.546  5.750  -0.394
H  -4.110  5.316  1.254
H  -4.538  3.317  -1.849
H  -2.815  3.095  -2.239
H  -3.560  4.683  -2.342
Cl  2.415  0.748  -1.500
C  2.185  2.276  -2.288
C  3.213  2.819  -3.028
C  3.003  4.051  -3.627
C  1.795  4.697  -3.432
C  0.787  4.120  -2.675
Cl  -0.636  5.068  -2.418
C  0.909  2.843  -2.100
N  -0.008  2.125  -1.374
H  4.150  2.290  -3.131
H  3.778  4.510  -4.224
H  1.618  5.674  -3.861